No. 1
{
  "formula": "C7H20O4",
  "method": "ωB97M-V/def2-TZVPD",
  "species": ["C", "C", "C", "C", "C", "C", "C", "H", "H", "H", "H", "H", "H", "H", "H", "H", "H", "H", "H", "H", "H", "O", "H", "H", "O", "H", "H", "O", "H", "H", "O"],
  "positions_angstrom": [[2.42, -0.85, 0.78], [1.71, -1.19, -0.48], [1.92, -0.48, -1.58], [0.54, -2.17, -0.48], [-0.66, -1.54, 0.17], [-1.86, -1.34, -0.35], [-3.05, -0.79, 0.43], [3.51, -0.94, 0.69], [2.39, 0.23, 0.99], [2.15, -1.36, 1.71], [2.64, 0.33, -1.64], [1.50, -0.68, -2.57], [0.77, -3.09, 0.05], [0.35, -2.46, -1.49], [-0.49, -1.15, 1.17], [-2.16, -1.77, -1.30], [-2.89, 0.18, 0.89], [-3.23, -1.49, 1.25], [-3.88, -0.79, -0.24], [0.43, 2.14, 2.55], [0.68, 0.67, 2.25], [-0.01, 1.27, 2.55], [0.81, 2.83, 0.57], [1.90, 3.89, 0.84], [1.43, 3.17, 1.25], [-1.01, 2.55, -0.52], [-0.51, 1.38, 0.35], [-0.33, 1.86, -0.49], [-1.26, 0.93, -1.84], [-1.97, -0.13, -2.89], [-1.83, 0.79, -2.62]],
  "nbo_charge": [-0.6804, 0.0157, -0.3890, -0.4601, -0.1942, -0.1624, -0.6497, 0.2369, 0.2241, 0.2173, 0.1904, 0.1984, 0.2129, 0.2161, 0.1829, 0.1823, 0.2159, 0.2191, 0.2165, 0.5025, 0.4699, -0.9702, 0.4948, 0.4796, -0.9922, 0.4862, 0.5075, -0.9586, 0.5023, 0.4745, -0.9890],
  "smiles": "C=C(C)C/C=C/C.O.O.O.O",
  "de_lowest_ev": 0.890,
  "orbital_gap_ev": 9.648,
  "lumo_energy_ev": 0.4761,
  "total_charge": 0
}

No. 2
{
  "formula": "C7H22ClGdI2OP2",
  "method": "ωB97M-V/def2-TZVPD",
  "species": ["I", "I", "Gd", "P", "C", "C", "H", "H", "H", "H", "H", "H", "C", "H", "H", "H", "P", "C", "C", "H", "H", "H", "C", "H", "H", "H", "H", "H", "H", "Cl", "C", "O", "H", "H", "H", "H"],
  "positions_angstrom": [[0.03, -1.32, -6.25], [0.03, 1.35, -6.55], [0.01, 0.47, 0.01], [-2.30, 0.50, 0.14], [-3.25, 0.32, -1.41], [-2.98, -0.82, 1.21], [-4.07, -0.72, 1.32], [-4.07, 1.96, 1.00], [-2.51, -0.75, 2.19], [-2.50, 2.18, 1.85], [-2.98, -0.63, -1.89], [-2.74, -1.80, 0.78], [-2.98, 2.03, 0.88], [-4.32, 0.34, -1.22], [-2.74, 2.88, 0.23], [-2.98, 1.13, -2.10], [2.33, 0.48, 0.16], [3.29, 0.30, -1.39], [3.01, 2.01, 0.91], [2.51, -0.76, 2.21], [4.08, -0.75, 1.34], [2.75, -1.81, 0.80], [3.00, -0.84, 1.23], [2.52, 2.16, 1.87], [4.09, 1.93, 1.04], [4.36, 0.32, -1.19], [3.03, 1.11, -2.07], [2.78, 2.86, 0.26], [3.02, -0.65, -1.87], [0.01, 0.75, 2.38], [0.07, -2.46, 1.01], [0.03, -1.80, -0.24], [0.85, -3.25, 0.97], [-0.90, -2.94, 1.26], [0.33, -1.76, 1.81], [-0.82, -2.04, -0.68]],
  "lowdin_charge": [-0.0121, 0.0207, 0.9288, 0.5703, -0.2190, -0.2181, 0.0828, 0.0794, 0.0460, 0.0361, 0.0522, 0.0410, -0.2217, 0.0769, 0.0630, 0.0602, 0.5794, -0.2177, -0.2247, 0.0416, 0.0823, 0.0492, -0.2180, 0.0344, 0.0784, 0.0758, 0.0576, 0.0616, 0.0580, 0.1590, -0.1406, -0.2640, 0.1215, 0.1141, 0.0346, 0.1313],
  "spin_multiplicity": 8,
  "de_lowest_ev": 7.283,
  "orbital_gap_ev": [3.912, 5.689],
  "lumo_energy_ev": [-7.8160, -7.8117],
  "total_charge": 2
}

No. 3
{
  "formula": "C7H22N3O14S3V",
  "method": "ωB97M-V/def2-TZVPD",
  "species": ["O", "V", "N", "O", "O", "O", "N", "O", "O", "O", "N", "O", "O", "O", "C", "S", "O", "C", "H", "H", "H", "H", "H", "H", "C", "S", "O", "C", "H", "H", "H", "H", "H", "H", "C", "S", "O", "C", "H", "H", "H", "H", "H", "H", "C", "O", "H", "H", "H", "H"],
  "positions_angstrom": [[-0.25, -1.19, 1.26], [-1.60, -0.52, 0.83], [-1.18, 2.19, 1.55], [-0.06, 1.71, 1.55], [-2.16, 1.42, 1.32], [-1.39, 3.40, 1.76], [-2.81, -0.07, 3.24], [-3.71, 0.47, 3.79], [-1.68, -0.01, 3.63], [-3.08, -0.77, 2.11], [-2.97, -2.99, -0.01], [-2.38, -3.46, 0.93], [-2.41, -1.81, -0.46], [-3.85, -3.51, -0.59], [2.96, 3.46, 2.05], [3.95, 4.02, 0.62], [5.30, 3.35, 0.67], [3.05, 3.19, -0.62], [2.90, 2.38, 2.05], [1.97, 3.96, 1.95], [3.40, 3.87, 3.00], [3.18, 2.08, -0.59], [3.27, 3.49, -1.64], [1.95, 3.44, -0.56], [0.36, -4.39, -1.18], [1.67, -3.28, -1.31], [2.49, -3.78, -2.46], [1.08, -1.68, -1.98], [-0.43, -3.84, -0.68], [0.69, -5.33, -0.85], [-0.15, -4.69, -2.17], [1.94, -1.03, -1.79], [0.13, -1.22, -1.68], [0.89, -1.79, -3.06], [-3.24, 1.95, -1.12], [-1.94, 1.04, -1.94], [-1.00, 0.33, -0.91], [-2.98, -0.22, -2.74], [-2.84, 2.84, -0.58], [-3.99, 1.34, -0.63], [-3.68, 2.29, -2.07], [-3.72, 0.38, -3.34], [-3.53, -0.76, -1.98], [-2.33, -0.88, -3.35], [3.35, -1.01, 1.42], [2.51, -0.17, 0.72], [4.24, -0.51, 1.74], [2.83, -1.33, 2.35], [3.61, -1.90, 0.82], [1.65, -0.46, 0.94]],
  "nbo_charge": [-0.5448, 1.4450, 0.7276, -0.4297, -0.5645, -0.4760, 0.7367, -0.4042, -0.4069, -0.5796, 0.7372, -0.3997, -0.6509, -0.3896, -0.8231, 1.2255, -0.9959, -0.8766, 0.2544, 0.2422, 0.2302, 0.2686, 0.2311, 0.2378, -0.8689, 1.2676, -1.0196, -0.8405, 0.2563, 0.2455, 0.2241, 0.2540, 0.2546, 0.2184, -0.8085, 1.2289, -0.9173, -0.8046, 0.2881, 0.2546, 0.2168, 0.2253, 0.2794, 0.2555, -0.2420, -0.7431, 0.1684, 0.1636, 0.1543, 0.4945],
  "spin_multiplicity": 2,
  "orbital_gap_ev": 8.035,
  "lumo_energy_ev": 1.7496,
  "total_charge": -1
}

No. 4
{
  "formula": "C7H22N4O7Pd",
  "method": "ωB97M-V/def2-TZVPD",
  "species": ["O", "H", "Pd", "N", "N", "O", "O", "C", "C", "C", "C", "H", "H", "H", "H", "H", "H", "H", "H", "O", "H", "H", "C", "H", "H", "H", "O", "H", "H", "C", "O", "C", "O", "N", "N", "H", "H", "H", "H", "H", "H"],
  "positions_angstrom": [[3.29, 1.66, -1.61], [4.21, 1.94, -1.77], [0.15, -0.01, 0.20], [-1.60, -0.53, -0.56], [0.65, -0.43, -1.70], [-2.83, -0.52, 0.09], [1.89, -0.46, -2.27], [-1.61, -0.97, -1.81], [-0.32, -0.98, -2.43], [-2.91, -1.36, -2.41], [-0.03, -1.53, -3.79], [-3.72, -0.83, -1.89], [-3.10, -2.44, -2.30], [-2.93, -1.12, -3.48], [1.01, -1.86, -3.86], [-0.20, -0.77, -4.56], [-0.70, -2.38, -4.00], [-2.61, -0.33, 1.02], [2.38, 0.38, -1.97], [0.37, -2.62, 1.00], [-0.55, -2.97, 1.05], [0.81, -3.18, 0.33], [2.53, 2.79, -1.15], [2.64, 2.84, -0.06], [1.49, 2.64, -1.45], [2.90, 3.72, -1.59], [-1.13, 2.54, 0.35], [-1.86, 2.78, -0.25], [-1.52, 2.58, 1.24], [-1.40, -0.05, 4.84], [-0.03, 0.15, 4.38], [0.20, 0.15, 3.07], [-0.70, 0.13, 2.18], [1.50, 0.20, 2.79], [1.87, 0.27, 1.43], [-1.32, -0.14, 5.92], [-1.83, -0.98, 4.43], [-2.02, 0.81, 4.59], [2.18, 0.19, 3.55], [2.32, 1.16, 1.23], [2.54, -0.47, 1.20]],
  "nbo_charge": [-0.7492, 0.4881, 0.5606, -0.2854, -0.2972, -0.6089, -0.6295, 0.0660, 0.0832, -0.6551, -0.6570, 0.2351, 0.2046, 0.2095, 0.2347, 0.2058, 0.2069, 0.4797, 0.4937, -0.9560, 0.4795, 0.4782, -0.2502, 0.1502, 0.2244, 0.1738, -0.9390, 0.4746, 0.4666, -0.2525, -0.5083, 0.8898, -0.6846, -0.4706, -0.6269, 0.2011, 0.2029, 0.1958, 0.3989, 0.3748, 0.3919],
  "spin_multiplicity": 3,
  "de_lowest_ev": 0.279,
  "orbital_gap_ev": [4.114, 6.217],
  "lumo_energy_ev": [0.2682, 0.2515],
  "total_charge": 0
}

No. 5
{
  "formula": "C7H23B4INO6Si",
  "method": "ωB97M-V/def2-TZVPD",
  "species": ["C", "Si", "C", "C", "B", "O", "B", "I", "O", "B", "B", "O", "O", "O", "H", "H", "H", "H", "H", "H", "H", "H", "H", "H", "H", "C", "C", "C", "O", "C", "N", "H", "H", "H", "H", "H", "H", "H", "H", "H", "H", "H", "H"],
  "positions_angstrom": [[0.77, 4.18, 0.43], [0.59, 2.31, 0.87], [-0.54, 1.38, -0.37], [-0.02, 2.12, 2.66], [2.40, 1.56, 0.67], [2.71, 0.66, -0.42], [3.63, 1.36, -1.25], [3.61, 1.13, -3.40], [4.56, 2.19, -0.60], [4.64, 1.64, 0.73], [5.96, 0.73, 1.22], [5.68, -0.47, 1.94], [7.30, 1.07, 0.93], [3.48, 1.88, 1.53], [0.61, 4.80, 1.31], [1.80, 4.37, 0.09], [0.12, 4.43, -0.42], [0.01, 0.49, -0.70], [-0.71, 1.98, -1.27], [-1.48, 1.06, 0.10], [0.75, 1.67, 3.31], [-0.91, 1.48, 2.68], [-0.32, 3.09, 3.09], [5.32, -1.06, 1.28], [7.43, 0.85, 0.01], [-4.16, -3.65, -1.42], [-2.89, -3.52, -0.60], [-2.90, -2.36, 0.39], [-2.71, -1.14, -0.30], [-3.92, -0.44, -0.62], [-1.74, -3.26, -1.54], [-4.26, -2.85, -2.16], [-4.18, -4.59, -1.97], [-5.04, -3.63, -0.78], [-2.69, -4.46, -0.09], [-2.03, -2.47, 1.06], [-3.79, -2.36, 1.02], [-4.73, -0.67, 0.07], [-4.23, -0.67, -1.64], [-3.71, 0.63, -0.57], [-1.76, -3.84, -2.37], [-0.84, -3.37, -1.07], [-1.79, -2.27, -1.82]],
  "nbo_charge": [-1.0621, 1.2508, -1.0800, -1.0735, 0.7409, -0.9406, 0.8834, -0.0377, -0.8962, 0.8587, 0.9035, -0.9064, -0.9070, -0.8782, 0.2483, 0.2419, 0.2404, 0.2285, 0.2415, 0.2281, 0.2490, 0.2277, 0.2477, 0.4886, 0.5014, -0.6437, -0.0706, -0.0853, -0.5589, -0.2574, -0.6787, 0.2233, 0.2353, 0.2555, 0.2319, 0.2037, 0.2165, 0.1888, 0.1743, 0.2174, 0.4431, 0.4435, 0.4625],
  "orbital_gap_ev": 8.339,
  "lumo_energy_ev": -3.4756,
  "total_charge": 1
}

No. 6
{
  "formula": "C7H23NO5",
  "method": "ωB97M-V/def2-TZVPD",
  "species": ["C", "C", "N", "C", "C", "C", "C", "C", "H", "H", "H", "H", "H", "H", "H", "H", "H", "H", "H", "H", "H", "H", "H", "O", "H", "H", "O", "H", "H", "O", "H", "H", "O", "H", "H", "O"],
  "positions_angstrom": [[-0.75, -2.54, 1.36], [-0.28, -1.19, 1.79], [1.55, 0.44, 0.11], [0.25, 0.55, -0.02], [-0.61, -0.11, 0.78], [-2.00, 0.20, 0.64], [-2.59, 1.47, 0.70], [-0.11, 1.53, -1.12], [-0.14, -2.90, 0.40], [-0.81, -3.41, 2.10], [-1.78, -2.74, 1.06], [-0.62, -0.84, 2.89], [0.78, -1.03, 1.98], [2.25, 1.03, -0.42], [1.97, -0.38, 0.50], [-2.74, -0.66, 0.38], [-3.67, 1.49, 0.70], [-2.20, 2.44, 0.81], [-0.24, 1.25, -2.18], [0.45, 2.43, -1.06], [-1.06, 1.99, -1.04], [-1.59, 4.20, -0.34], [-0.24, 3.60, 0.25], [-0.66, 3.69, -0.52], [-2.63, -0.87, -3.46], [-1.14, -1.13, -3.14], [-1.73, -0.67, -3.71], [1.44, 2.50, 1.16], [2.02, 2.90, -0.23], [1.65, 3.29, 0.62], [2.20, -3.11, 0.50], [2.67, -2.72, 1.91], [2.80, -3.32, 1.23], [1.82, -2.58, -1.95], [3.29, -2.43, -1.46], [2.44, -2.37, -1.22]],
  "nbo_charge": [-0.6264, -0.4259, -0.8199, 0.2288, -0.2269, -0.1414, -0.4277, -0.7063, 0.1914, 0.2274, 0.2226, 0.2124, 0.2005, 0.3798, 0.3946, 0.1875, 0.1863, 0.1838, 0.2354, 0.2234, 0.2792, 0.4725, 0.4792, -0.9474, 0.4750, 0.4689, -0.9423, 0.4860, 0.4680, -0.9430, 0.4903, 0.4578, -0.9578, 0.4865, 0.4770, -0.9490],
  "smiles": "C=C/C(CC)=C(\\C)N.O.O.O.O.O",
  "de_lowest_ev": 5.301,
  "orbital_gap_ev": 7.621,
  "lumo_energy_ev": 0.1644,
  "total_charge": 0
}